[1]
This record from the OMol25 dataset describes a structure of composition C56H40BrF4IrNO3P3. The level of theory is ωB97M-V/def2-TZVPD.

Output
Expectation value of S²: 6.04
LUMO (spin up / spin down), eV: -5.69 / -7.67
Gap between HOMO and LUMO (spin up / spin down), eV: 6.7 / 6.1
HOMO (spin up / spin down), eV: -12.38 / -13.77

```
! wB97M-V def2-TZVPD RIJCOSX def2/J DEFGRID3
* xyz 2 5
Ir -0.138 0.641 0.262
O 3.125 0.845 1.807
C 1.993 0.885 2.267
O 1.038 0.072 1.893
C 1.599 1.867 3.311
C 2.489 2.223 4.313
C 2.107 3.133 5.286
C 0.854 3.728 5.224
C -0.018 3.412 4.194
C 0.333 2.453 3.246
P -0.798 2.254 1.840
C -0.771 3.913 1.138
C -1.776 4.837 1.404
C -1.671 6.127 0.902
C -0.572 6.487 0.134
C 0.437 5.566 -0.124
C 0.342 4.280 0.382
C -2.440 1.903 2.475
C -3.448 1.911 1.508
C -4.682 1.351 1.711
C -4.965 0.645 2.973
C -3.754 -0.287 4.571
C -2.334 0.109 4.366
H 3.474 1.776 4.323
H 2.791 3.393 6.081
H 0.562 4.458 5.967
H -0.959 3.943 4.122
H -2.641 4.553 1.990
H -2.447 6.850 1.111
H -0.495 7.494 -0.256
H 1.301 5.854 -0.708
H 1.142 3.569 0.196
H -3.248 2.356 0.543
H -5.422 1.392 0.921
H -6.034 0.569 3.165
H -4.074 -0.837 5.453
H -1.207 -1.683 4.407
F -2.820 -6.340 -2.202
C -2.402 -5.347 -1.445
C -3.023 -5.078 -0.240
F -4.023 -5.834 0.175
C -2.575 -4.027 0.548
F -3.168 -3.911 1.738
C -1.536 -3.188 0.147
P -0.798 -1.883 1.195
C 0.439 -2.820 2.113
C -0.055 -3.698 3.082
C 0.814 -4.543 3.751
C 2.169 -4.524 3.450
C 2.655 -3.662 2.478
C 1.794 -2.809 1.804
C -1.959 -1.290 2.430
C -3.278 -1.210 2.193
C -4.305 -0.786 3.193
C -4.206 1.154 4.208
C -2.720 1.508 3.896
C -1.362 -0.820 3.753
C -0.900 -3.516 -1.057
Br 0.599 -2.571 -1.663
C -1.325 -4.568 -1.841
F -0.738 -4.844 -2.995
H -1.115 -3.736 3.308
H 0.431 -5.219 4.505
H 2.845 -5.188 3.970
H 3.710 -3.652 2.241
H 2.171 -2.141 1.049
H -3.670 -1.512 1.226
H -5.065 -1.565 3.262
H -4.733 1.816 4.888
H -2.338 2.271 4.581
H -0.382 -0.375 3.589
O 2.628 -0.389 -0.419
N 1.618 0.415 -0.917
C 1.898 0.794 -2.108
C 1.123 1.618 -3.022
C 1.881 2.105 -4.088
C 1.324 2.945 -5.041
C -0.013 3.276 -4.940
C -0.784 2.775 -3.895
C -0.239 1.954 -2.914
P -1.336 1.222 -1.654
C -2.777 2.335 -1.713
C -4.055 1.856 -1.995
C -5.130 2.732 -2.069
C -4.940 4.092 -1.881
C -3.663 4.580 -1.633
C -2.589 3.710 -1.551
C -1.972 -0.300 -2.400
C -1.678 -0.670 -3.708
C -2.326 -1.756 -4.282
C -3.304 -2.439 -3.572
C -3.619 -2.053 -2.275
C -2.939 -1.003 -1.683
H 2.912 0.041 0.447
H 2.876 0.475 -2.457
H 2.923 1.824 -4.166
H 1.928 3.320 -5.855
H -0.475 3.915 -5.680
H -1.834 3.025 -3.870
H -4.235 0.804 -2.162
H -6.116 2.347 -2.290
H -5.779 4.771 -1.948
H -3.497 5.642 -1.515
H -1.597 4.115 -1.402
H -0.949 -0.119 -4.288
H -2.082 -2.055 -5.292
H -3.825 -3.269 -4.032
H -4.390 -2.579 -1.724
H -3.197 -0.692 -0.675
*
```

=====

[2]
This record from the OMol25 dataset describes the molecule C2H3NO2S. The level of theory is ωB97M-V/def2-TZVPD.

Output
LUMO, eV: -0.90
Gap between HOMO and LUMO, eV: 8.3
HOMO, eV: -9.24
Structure (SMILES): NC(=S)C(=O)O

```
! wB97M-V def2-TZVPD RIJCOSX def2/J DEFGRID3
* xyz 0 1
N 0.987 -1.121 0.038
C -0.136 -0.467 -0.308
S -1.479 -1.229 -1.040
C -0.060 0.893 0.213
O 0.933 1.307 0.640
O -1.066 1.799 0.173
H 1.643 -0.520 0.705
H 1.062 -2.065 -0.256
H -1.884 1.403 -0.166
*
```

=====

Calculated electronic energy, -6539.673569; -681.431681 hartree (same order as the records).
Calculated ΔE to the lowest compared entry with this formula, charge and spin, 6.6; 72.6 kJ/mol (same order as the records).